No. 1
Density functional theory data (ωB97M-V/def2-TZVPD) for a cluster of 15 separate species, C3H35O15 in total in a non-equilibrium geometry.

Atoms and positions in Å:
C1 -0.55266 -1.42772 0.65542
C2 -0.34466 -0.59372 -0.53858
C3 -1.42166 0.30528 -0.92358
O1 0.79334 0.20928 -0.23758
H1 -0.72766 -0.81572 1.51342
H2 0.32334 -2.06672 0.82642
H3 -1.41166 -2.19272 0.45242
H4 -0.06766 -1.22872 -1.42458
H5 -1.13366 0.73528 -1.80758
H6 -1.78866 0.95628 -0.18458
H7 -2.32066 -0.26072 -1.08758
O2 0.60934 -4.14372 -1.48658
H8 1.42234 -3.73372 -1.86258
H9 0.73234 -4.36672 -0.58058
O3 -0.76066 -3.10072 -3.51058
H10 -0.23866 -3.53372 -2.82058
H11 -1.63766 -3.28372 -3.27758
O4 0.34934 2.82428 -1.07558
H12 0.58834 2.64128 -1.98858
H13 0.37034 1.98428 -0.63258
O5 0.96934 1.94128 1.86742
H14 0.75634 1.20328 1.33742
H15 1.74634 2.20528 1.38842
O6 2.25034 -1.61972 3.49942
H16 1.48534 -2.15872 3.47742
H17 1.87534 -0.83772 3.91042
O7 -2.85066 3.00428 1.00042
H18 -2.65366 2.12428 1.39642
H19 -2.90166 2.95328 0.01442
O8 2.96834 -0.88972 0.92242
H20 2.62634 -1.15372 1.78842
H21 2.19734 -0.46372 0.49342
O9 -1.69266 1.30928 2.68942
H22 -1.87266 2.09728 3.15342
H23 -1.04666 1.55228 2.06142
O10 -2.26066 3.58228 -1.60858
H24 -1.37166 3.20328 -1.45058
H25 -2.16966 4.56028 -1.58058
O11 0.31534 -0.46072 -3.75858
H26 -0.37066 -0.98572 -3.31458
H27 1.02234 -0.25672 -3.12558
O12 2.38734 0.05628 -2.26658
H28 1.76134 0.09928 -1.52258
H29 2.68034 -0.84272 -2.44358
O13 0.21034 0.18228 4.38042
H30 -0.39066 0.69028 3.82742
H31 0.62534 0.81828 5.01542
O14 -0.42966 -2.41072 3.73742
H32 -0.97266 -2.57872 3.00042
H33 -0.42066 -1.45972 3.83942
O15 0.74934 2.17928 -3.72158
H34 0.32134 1.36528 -3.96858
H35 1.67334 2.08328 -4.04758

## Properties
Charge: -1
ΔE to the lowest compared entry with this formula, charge and spin, kJ/mol: 35.90
Total energy, eV: -34394.326
HOMO energy, Eh: -0.20684
E_LUMO, eV: 2.50
HOMO-LUMO gap, eV: 8.1

***

No. 2
Density functional theory data (ωB97M-V/def2-TZVPD) for a structure of composition C36H46BrIrN6OSi2 in a non-equilibrium geometry.

Atoms and positions in Å:
Ir1 0.04977 -0.27801 -0.17605
C1 2.70247 0.70020 2.39382
Si1 0.99546 1.08183 2.95594
C2 0.92024 2.93042 3.20427
C3 0.71651 0.08953 4.52179
N1 -0.17759 0.55229 1.69165
C4 -1.48320 0.78532 1.96438
C5 -1.96796 1.39919 3.15910
C6 -3.29813 1.61917 3.35186
C7 -4.23462 1.23156 2.36670
C8 -3.81850 0.63816 1.21466
C9 -2.43394 0.39809 0.96768
N2 -1.92293 -0.19592 -0.12722
Si2 -3.09429 -0.68651 -1.41812
C10 -3.95660 0.84583 -2.05072
C11 -2.33555 -1.46034 -2.92056
C12 -4.22381 -2.00254 -0.70799
H1 3.42724 1.04615 3.13409
H2 2.90361 1.21490 1.45400
H3 2.81934 -0.37901 2.27950
H4 1.79002 3.23619 3.79398
H5 0.03201 3.29799 3.71528
H6 0.97463 3.43814 2.23996
H7 1.55301 0.26297 5.20527
H8 0.70121 -0.97916 4.28773
H9 -0.20095 0.32295 5.05952
H10 -1.27750 1.70226 3.92522
H11 -3.64123 2.08879 4.26454
H12 -5.29022 1.40615 2.52865
H13 -4.55836 0.35206 0.48692
H14 -3.21582 1.49466 -2.52778
H15 -4.48563 1.44245 -1.31054
H16 -4.67682 0.54902 -2.81920
H17 -1.62953 -0.79459 -3.41946
H18 -3.16761 -1.64483 -3.60745
H19 -1.86671 -2.42022 -2.70868
H20 -4.87287 -1.68459 0.10622
H21 -3.61825 -2.83564 -0.33701
H22 -4.85960 -2.39151 -1.50847
C13 6.05281 -0.52891 -0.29364
C14 4.77598 -0.97421 -0.95054
C15 4.75564 -1.71529 -2.12040
C16 3.53640 -2.09201 -2.64663
C17 2.37882 -1.69412 -2.00117
Br1 0.76588 -2.30014 -2.72599
N3 2.34495 -0.95109 -0.88829
C18 3.55254 -0.63731 -0.39004
H23 6.91951 -0.92222 -0.82163
H24 6.10490 -0.87048 0.74084
H25 6.13094 0.55908 -0.28516
H26 5.67708 -2.01010 -2.60771
H27 3.46265 -2.69352 -3.54043
H28 3.55684 -0.06752 0.51603
N4 0.01960 -2.10767 0.73278
C19 -0.27401 -3.01880 1.37528
N5 -0.56276 -4.07744 2.08521
C20 -0.93534 -5.35200 1.44979
C21 -0.37495 -6.47775 2.29931
O1 -0.82481 -6.36403 3.63614
C22 -0.37444 -5.16576 4.23926
C23 -0.92555 -3.95569 3.50728
H29 -0.53358 -5.37613 0.43846
H30 -2.02558 -5.42498 1.40673
H31 0.72136 -6.45906 2.26737
H32 -0.72243 -7.43891 1.92660
H33 0.72206 -5.13298 4.24134
H34 -0.72862 -5.17450 5.26790
H35 -0.51005 -3.02934 3.90067
H36 -2.01456 -3.92483 3.59669
N6 0.07986 1.09225 -1.44901
C24 0.29468 2.12483 -2.12746
C25 0.11342 3.47421 -1.50163
C26 -0.86820 3.63468 -0.52348
C27 -1.06230 4.86510 0.08278
C28 -0.26520 5.94557 -0.27153
C29 0.71779 5.79272 -1.24039
C30 0.89992 4.56518 -1.86143
C31 0.63968 2.07158 -3.57973
C32 0.02084 2.92441 -4.49056
C33 0.31102 2.83132 -5.84330
C34 1.23425 1.89725 -6.29472
C35 1.86807 1.05829 -5.38834
C36 1.56558 1.14363 -4.03924
H37 -1.49569 2.78801 -0.26069
H38 -1.83672 4.98073 0.83116
H39 -0.41550 6.90829 0.20020
H40 1.33907 6.63412 -1.51822
H41 1.66351 4.45053 -2.62093
H42 -0.69780 3.65498 -4.13919
H43 -0.18275 3.48876 -6.54697
H44 1.46441 1.82922 -7.35013
H45 2.60027 0.33942 -5.73540
H46 2.06317 0.50923 -3.32131

## Properties
Charge: +1
⟨S²⟩: 0.78
ΔE to the lowest compared entry with this formula, charge and spin, kJ/mol: 91.54
Total energy, eV: -137699.996
2S+1: 2
HOMO energy (alpha / beta), Eh: -0.34564 / -0.36464
E_LUMO (alpha / beta), eV: -2.35 / -3.62
HOMO-LUMO gap (alpha / beta), eV: 7.1 / 6.3

***

No. 3
Density functional theory data (ωB97M-V/def2-TZVPD) for the ion C3H4NO with charge +1 in a non-equilibrium geometry.

Atoms and positions in Å:
C1 -1.71394 0.20507 -0.65467
C2 0.95128 -0.36084 0.07351
C3 0.09831 0.72803 0.50826
N1 -2.22031 -0.75726 -1.02936
O1 -1.10705 1.06957 0.08514
H1 0.67327 -0.58623 -1.00138
H2 2.00559 -0.31094 0.30484
H3 0.67750 -1.42121 0.48793
H4 0.63534 1.43381 1.22574

## Properties
Charge: +1
ΔE to the lowest compared entry with this formula, charge and spin, kJ/mol: 270.65
Total energy, eV: -6701.865
HOMO energy, Eh: -0.65128
E_LUMO, eV: -7.77
HOMO-LUMO gap, eV: 10.0

***

No. 4
Density functional theory data (ωB97M-V/def2-TZVPD) for a structure of composition C5H9NO2 in a non-equilibrium geometry.

Atoms and positions in Å:
C1 0.08434 1.35130 0.33675
C2 1.22822 -1.55579 0.82775
C3 0.89644 0.55459 -0.55070
C4 -1.15501 -0.08582 0.45818
C5 -2.14771 -0.39034 -0.38571
O1 0.53240 -0.83905 -0.21824
O2 -0.28263 2.61797 -0.10517
N1 1.30734 0.81581 -1.72579
H1 -0.10330 2.64534 -1.05946
H2 0.39130 1.36393 1.37679
H3 1.46757 -0.03523 -2.26484
H4 -1.27169 -0.20088 1.52878
H5 2.26855 -1.69780 0.53601
H6 1.17656 -1.00018 1.76511
H7 0.73861 -2.52412 0.92756
H8 -2.00729 -0.38053 -1.46002
H9 -3.12372 -0.63921 0.01300

## Properties
Charge: 0
ΔE to the lowest compared entry with this formula, charge and spin, kJ/mol: 524.56
Total energy, eV: -10911.139
HOMO energy, Eh: -0.28755
E_LUMO, eV: 0.76
HOMO-LUMO gap, eV: 8.6